This record from the OMol25 dataset describes 2 unconnected molecules or ions with the total composition C6H13O2 at a distorted geometry. The level of theory is ωB97M-V with the def2-TZVPD basis set.

Structure (ORCA input):
```
! RIJCOSX wB97M-V def2-TZVPD def2/J DEFGRID3
* xyz 0 2
C -1.198 -2.519 0.002
C -1.969 -1.301 0.472
C -0.782 -2.184 -1.533
H -0.322 -2.612 0.757
H -1.711 -3.550 0.352
H -1.670 -0.943 1.464
H 0.068 -2.739 -1.873
H -3.009 -1.230 0.537
H -1.549 -0.365 0.166
H -1.607 -2.400 -2.114
H -0.510 -1.139 -1.618
C 1.766 0.781 0.655
C 1.534 1.830 1.747
C 0.575 1.154 -0.366
O 0.760 1.354 -1.514
O -0.512 1.326 0.192
H 2.624 0.831 0.023
H 1.685 -0.189 1.063
H 0.971 1.441 2.599
H 0.926 2.653 1.376
H 2.574 2.230 1.986
*
```

Calculated values
Largest force on an atom = 5.0 eV Å⁻¹
HOMO energy (spin up / spin down) = -10.32 / -10.14 eV
Frontier orbital gap (spin up / spin down) = 0.409 / 0.233 Ha

This record from the OMol25 dataset describes a single C3H5NO2 molecule. The level of theory is ωB97M-V with the def2-TZVPD basis set.

Structure (ORCA input):
```
! RIJCOSX wB97M-V def2-TZVPD def2/J DEFGRID3
* xyz 0 1
C 0.194 0.658 1.749
O 0.765 -0.519 1.160
C 0.436 -0.705 -0.104
N -0.383 0.066 -0.701
C -0.647 -0.193 -2.047
O -1.471 0.419 -2.674
H -0.896 0.623 1.705
H 0.527 1.538 1.194
H 0.554 0.674 2.775
H 0.959 -1.570 -0.530
H -0.040 -0.990 -2.527
*
```

Calculated values
Largest force on an atom = 0.5 eV Å⁻¹
HOMO energy = -10.13 eV
Frontier orbital gap = 0.399 Ha
SMILES = CO/C=N/C=O

This record from the OMol25 dataset describes 2 unconnected molecules or ions with the total composition C13H26IO5S. The level of theory is ωB97M-V with the def2-TZVPD basis set.

Structure (ORCA input):
```
! RIJCOSX wB97M-V def2-TZVPD def2/J DEFGRID3
* xyz -1 1
C 2.333 0.117 0.492
C 1.067 0.445 0.261
C 0.389 0.437 -1.095
C 1.248 -0.169 -2.211
C 1.662 -1.643 -2.039
C 3.082 -1.881 -2.564
I 3.283 -3.660 -3.742
O 0.003 1.753 -1.496
C 0.962 2.774 -1.308
C -0.973 -0.269 -0.923
C -1.689 -0.616 -2.235
S -2.351 0.723 -3.202
O -1.449 1.052 -4.270
O -2.903 1.739 -2.359
O -0.752 -1.460 -0.199
C -1.917 -2.076 0.310
H 2.654 -0.098 1.504
H 3.089 0.072 -0.288
H 0.467 0.818 1.100
H 0.697 -0.069 -3.147
H 2.135 0.455 -2.335
H 1.628 -1.930 -0.993
H 0.978 -2.283 -2.595
H 3.421 -1.086 -3.221
H 3.804 -1.982 -1.759
H 0.725 3.562 -2.022
H 1.982 2.432 -1.498
H 0.908 3.179 -0.296
H -1.596 0.416 -0.338
H -2.559 -1.232 -1.997
H -1.051 -1.205 -2.892
H -3.408 0.077 -3.764
H -1.603 -2.657 1.175
H -2.657 -1.342 0.639
H -2.337 -2.781 -0.417
C -0.633 1.412 5.600
C -0.835 1.251 4.074
C -1.075 -0.252 3.786
O 0.208 1.736 3.378
H 0.271 0.872 5.899
H -0.500 2.470 5.839
H -1.481 1.030 6.186
H -1.820 1.749 3.849
H -0.193 -0.840 4.056
H -1.274 -0.384 2.718
H -1.939 -0.654 4.337
*
```

Calculated values
Largest force on an atom = 0.7 eV Å⁻¹
HOMO energy = -2.79 eV
Frontier orbital gap = 0.177 Ha

This record from the OMol25 dataset describes a molecular structure, C44H73GeN5O2Si4TeY at a distorted geometry. The level of theory is ωB97M-V with the def2-TZVPD basis set.

Structure (ORCA input):
```
! RIJCOSX wB97M-V def2-TZVPD def2/J DEFGRID3
* xyz 1 1
Y -1.563 1.080 1.417
C -4.058 -1.175 3.789
C -2.839 -0.956 4.638
C -2.474 -1.906 5.582
C -1.417 -1.677 6.449
C -0.732 -0.478 6.389
C -1.071 0.494 5.453
C -0.382 1.819 5.480
C -2.101 0.237 4.555
N -2.470 1.192 3.545
C -3.592 1.880 3.862
O -4.165 1.906 4.940
C -4.188 2.641 2.696
C -5.380 3.340 2.823
C -5.894 3.975 1.704
C -5.196 3.918 0.505
C -4.006 3.210 0.474
N -3.525 2.579 1.543
C -3.159 3.178 -0.763
O -3.477 3.878 -1.717
N -2.028 2.416 -0.682
C -1.288 2.600 -1.864
C -1.791 2.029 -3.091
C -3.056 1.222 -3.156
C -1.295 2.544 -4.320
C -0.377 3.541 -4.347
C 0.131 4.082 -3.140
C -0.287 3.636 -1.926
C 0.175 4.263 -0.649
H -4.422 -2.195 3.893
H -4.856 -0.501 4.098
H -3.861 -0.999 2.724
H -3.032 -2.830 5.643
H -1.141 -2.425 7.179
H 0.073 -0.282 7.084
H 0.649 1.717 5.820
H -0.395 2.296 4.499
H -0.893 2.500 6.163
H -5.863 3.357 3.788
H -6.829 4.516 1.763
H -5.535 4.408 -0.394
H -3.866 1.896 -3.433
H -2.959 0.442 -3.914
H -3.297 0.754 -2.203
H -1.733 2.156 -5.227
H -0.051 3.950 -5.290
H 0.847 4.891 -3.183
H 1.044 4.897 -0.827
H -0.619 4.877 -0.217
H 0.449 3.497 0.081
C 1.459 3.440 2.942
C 1.757 2.151 2.269
N 0.944 1.444 1.497
C 1.689 0.377 1.035
C 2.940 0.435 1.545
N 2.971 1.571 2.315
H 0.427 3.738 2.751
H 2.112 4.226 2.562
H 1.597 3.368 4.018
H 1.255 -0.395 0.427
H 3.786 -0.215 1.445
H 3.756 1.910 2.847
C 2.076 -3.277 5.201
C 2.583 -2.668 3.902
C 1.543 -2.702 2.781
C 0.368 -1.756 3.013
Ge -0.964 -1.730 1.510
C -2.192 -3.281 1.699
C -1.529 -4.642 1.919
C -1.319 -4.974 3.393
C -0.500 -6.239 3.599
H 2.837 -3.254 5.981
H 1.788 -4.316 5.048
H 1.202 -2.743 5.574
H 3.483 -3.199 3.579
H 2.882 -1.629 4.076
H 1.174 -3.723 2.672
H 2.025 -2.461 1.828
H 0.753 -0.746 3.204
H -0.184 -2.024 3.913
H -0.073 -2.248 0.313
H -2.777 -3.295 0.773
H -2.901 -3.091 2.504
H -0.570 -4.693 1.393
H -2.148 -5.429 1.477
H -2.297 -5.090 3.869
H -0.842 -4.134 3.902
H -1.004 -7.106 3.173
H -0.328 -6.441 4.655
H 0.474 -6.159 3.113
C 3.280 -1.704 -1.586
Si 2.147 -2.038 -3.052
C 3.050 -3.080 -4.320
C 0.662 -3.016 -2.444
Si 1.497 0.089 -4.009
Te -0.169 0.462 -2.128
Si 0.725 -0.176 -6.244
C 0.133 1.335 -7.191
C 2.314 -0.687 -7.116
C -0.577 -1.525 -6.277
Si 3.292 1.624 -3.858
C 3.058 3.063 -5.042
C 3.458 2.254 -2.099
C 4.839 0.697 -4.396
H 3.516 -2.649 -1.098
H 2.798 -1.066 -0.848
H 4.215 -1.232 -1.872
H 3.354 -4.008 -3.834
H 3.948 -2.598 -4.698
H 2.419 -3.343 -5.165
H 1.027 -3.894 -1.910
H 0.043 -3.359 -3.269
H 0.015 -2.475 -1.757
H 0.754 2.208 -7.016
H -0.902 1.605 -7.015
H 0.225 1.080 -8.250
H 2.910 0.197 -7.338
H 2.063 -1.155 -8.067
H 2.936 -1.377 -6.564
H -1.496 -1.194 -5.794
H -0.241 -2.422 -5.763
H -0.821 -1.798 -7.303
H 2.327 3.781 -4.678
H 2.739 2.728 -6.025
H 4.006 3.585 -5.168
H 2.498 2.568 -1.691
H 4.139 3.104 -2.071
H 3.854 1.481 -1.447
H 4.799 0.456 -5.457
H 4.992 -0.231 -3.852
H 5.718 1.323 -4.237
*
```

Calculated values
Largest force on an atom = 1.1 eV Å⁻¹
HOMO energy = -9.64 eV
Frontier orbital gap = 0.217 Ha

This record from the OMol25 dataset describes 9 unconnected molecules or ions with the total composition C4H26N2O9 at a distorted geometry. The level of theory is ωB97M-V with the def2-TZVPD basis set.

Structure (ORCA input):
```
! RIJCOSX wB97M-V def2-TZVPD def2/J DEFGRID3
* xyz 0 1
C -1.089 -0.311 -0.993
C 0.273 -0.994 -0.912
C 1.265 -0.179 -0.097
N 0.730 0.637 1.025
C 2.501 -0.941 0.306
N 3.435 -0.369 1.124
O 2.574 -2.154 0.135
H -1.085 0.781 -1.060
H -1.727 -0.536 -0.137
H -1.633 -0.682 -1.862
H 0.296 -2.024 -0.528
H 0.628 -1.197 -1.924
H 1.719 0.672 -0.620
H 0.456 0.074 1.830
H -0.040 1.196 0.692
H 3.532 0.602 1.372
H 4.257 -0.948 1.173
O -2.390 4.137 1.311
H -3.072 4.076 0.640
H -2.266 3.282 1.729
O -0.693 -3.804 -0.344
H -1.076 -3.838 -1.220
H -0.197 -4.610 -0.188
O -0.127 0.168 -4.095
H -0.794 0.753 -3.712
H -0.478 0.029 -4.979
O 2.749 2.527 1.581
H 2.430 3.335 1.175
H 2.088 1.832 1.353
O -3.425 -0.715 1.889
H -3.674 -1.608 1.631
H -2.462 -0.739 2.030
O 1.686 1.673 -2.869
H 1.097 1.658 -3.634
H 1.225 1.253 -2.149
O -4.385 0.840 -0.269
H -3.738 0.317 0.230
H -4.448 1.635 0.268
O -0.722 -1.321 2.503
H -0.737 -1.735 3.376
H -0.581 -2.094 1.943
*
```

Calculated values
Largest force on an atom = 2.7 eV Å⁻¹
HOMO energy = -9.74 eV
Frontier orbital gap = 0.357 Ha
SMILES = CC[C@@H](N)C(N)=O.O.O.O.O.O.O.O.O

- What is the largest force on an atom in the fourth record?
  1.1 eV Å⁻¹

Copy entry 1 word for word.
This record from the OMol25 dataset describes 2 unconnected molecules or ions with the total composition C6H13O2 at a distorted geometry. The level of theory is ωB97M-V with the def2-TZVPD basis set.

Structure (ORCA input):
```
! RIJCOSX wB97M-V def2-TZVPD def2/J DEFGRID3
* xyz 0 2
C -1.198 -2.519 0.002
C -1.969 -1.301 0.472
C -0.782 -2.184 -1.533
H -0.322 -2.612 0.757
H -1.711 -3.550 0.352
H -1.670 -0.943 1.464
H 0.068 -2.739 -1.873
H -3.009 -1.230 0.537
H -1.549 -0.365 0.166
H -1.607 -2.400 -2.114
H -0.510 -1.139 -1.618
C 1.766 0.781 0.655
C 1.534 1.830 1.747
C 0.575 1.154 -0.366
O 0.760 1.354 -1.514
O -0.512 1.326 0.192
H 2.624 0.831 0.023
H 1.685 -0.189 1.063
H 0.971 1.441 2.599
H 0.926 2.653 1.376
H 2.574 2.230 1.986
*
```

Calculated values
Largest force on an atom = 5.0 eV Å⁻¹
HOMO energy (spin up / spin down) = -10.32 / -10.14 eV
Frontier orbital gap (spin up / spin down) = 0.409 / 0.233 Ha